(1)
{"formula": "C4H10NS", "method": "ωB97M-V/def2-TZVPD", "lumo_ha": -0.170, "charge": 1, "spin_multiplicity": 1, "homo_ev": -12.631, "e_tot_ha": -610.89300, "de_lowest_kcal_mol": 131.93, "homo_lumo_gap_ev": 8.0020, "symbols": ["C", "C", "C", "C", "N", "S", "H", "H", "H", "H", "H", "H", "H", "H", "H", "H"], "xyz": [[-0.229, 0.423, 2.652], [1.028, -0.155, 2.010], [0.169, 0.843, 1.317], [-1.122, -0.518, -2.009], [0.004, -0.285, -2.969], [-0.949, -0.125, -0.190], [-1.123, -0.332, 2.657], [-0.390, 1.299, 3.250], [1.918, 0.185, 2.502], [1.182, -1.237, 1.945], [0.580, 1.857, 1.074], [-1.812, 0.169, -2.507], [-0.346, -0.653, -3.872], [0.477, 0.711, -2.973], [0.695, -1.008, -2.690], [-0.081, -1.173, -0.197]], "nbo_charge": [-0.44, -0.46, -0.22, -0.41, -0.74, 0.36, 0.24, 0.26, 0.25, 0.26, 0.26, 0.17, 0.46, 0.44, 0.43, 0.14]}

=====

(2)
{"formula": "C4H10NS", "method": "ωB97M-V/def2-TZVPD", "lumo_ha": [-0.104, -0.267], "charge": 1, "spin_multiplicity": 3, "homo_ev": [-9.017, -15.207], "e_tot_ha": -610.78712, "de_lowest_kcal_mol": 96.94, "homo_lumo_gap_ev": [6.1841, 7.9455], "symbols": ["C", "C", "C", "C", "N", "S", "H", "H", "H", "H", "H", "H", "H", "H", "H", "H"], "xyz": [[-0.857, 1.820, 0.514], [-1.729, 0.633, 0.475], [0.332, 0.032, -1.057], [1.252, -1.671, -0.516], [-0.288, 0.485, 0.223], [1.190, -1.946, 1.157], [-0.831, 2.593, -0.353], [-0.620, 2.162, 1.427], [-1.997, 0.178, 1.368], [-2.180, 0.488, -0.527], [-0.401, -0.095, -1.769], [0.938, 0.901, -1.263], [0.491, -2.483, -0.916], [2.098, -1.647, -1.244], [0.220, 0.057, 1.034], [2.381, -1.504, 1.447]], "nbo_charge": [-0.20, -0.21, -0.13, -0.81, -0.43, 0.34, 0.26, 0.23, 0.24, 0.24, 0.18, 0.19, 0.25, 0.28, 0.44, 0.14]}